A molecular structure, C31H63N12O23PS2 in a non-equilibrium geometry, computed with ωB97M-V/def2-TZVPD.

Geometry (Å):
C  -1.81203  5.40728  -1.01137
C  -1.15581  4.08599  -0.61852
C  0.04462  3.73252  -1.48403
C  0.92136  2.67616  -0.83307
N  0.20130  1.39978  -0.53898
C  1.18461  0.44686  -0.12847
C  1.46195  0.20035  1.26705
C  0.61478  0.86866  2.32736
C  -0.83653  0.32791  2.36359
C  -1.00307  -1.18491  2.48653
O  -1.39416  -1.53037  3.79895
C  -2.09366  -2.77460  3.83429
C  2.50386  -0.65838  1.59891
P  3.04283  -0.94597  3.31047
O  4.32473  -1.91051  3.31271
O  3.53305  0.48251  3.89586
S  1.70841  -1.66398  4.49330
C  3.23225  -1.30380  0.54338
N  4.27578  -2.13492  0.66550
S  4.75249  -2.54799  -0.79325
N  3.68660  -1.74197  -1.68958
C  2.90156  -1.08444  -0.82755
C  1.84579  -0.19336  -1.16292
C  1.49194  -0.00191  -2.62450
C  0.22234  -0.84569  -2.94557
C  -1.09762  -0.04943  -3.04869
C  -2.11682  -0.35189  -1.93313
C  -3.34155  -1.15618  -2.38721
C  -4.45410  -0.27982  -2.94896
O  -4.36246  -0.20227  -4.39715
C  -5.51629  -0.64294  -4.97857
C  -5.87911  -2.09358  -4.85686
O  -6.20177  0.11536  -5.58684
H  -2.78247  5.48829  -0.53037
H  -1.18258  6.22381  -0.66329
H  -1.93490  5.44381  -2.09211
H  -1.88525  3.27480  -0.70376
H  -0.82994  4.09739  0.41821
H  0.66311  4.63066  -1.56729
H  -0.24266  3.40174  -2.48272
H  1.35066  3.06526  0.10062
H  1.76636  2.48497  -1.48528
H  -0.43229  1.61024  0.22311
H  1.08581  0.78199  3.29300
H  0.55575  1.93165  2.08608
H  -1.31565  0.75788  3.24047
H  -1.42042  0.63777  1.49948
H  -0.13176  -1.75634  2.15003
H  -1.83133  -1.48191  1.82901
H  -1.83493  -3.28475  4.75650
H  -1.83162  -3.41486  2.99139
H  -3.15110  -2.55327  3.80168
H  5.03953  -1.50141  3.81842
H  4.20626  0.89670  3.32997
H  2.29814  -0.46876  -3.18360
H  1.35522  1.03929  -2.87909
H  0.39238  -1.30091  -3.92259
H  0.11526  -1.66683  -2.23805
H  -1.58230  -0.20897  -4.01215
H  -0.84210  1.00566  -3.00948
H  -1.63649  -0.81950  -1.07353
H  -2.48544  0.60621  -1.56085
H  -3.08550  -1.96092  -3.07321
H  -3.75255  -1.63913  -1.49631
H  -4.40819  0.73823  -2.56686
H  -5.42572  -0.67718  -2.65823
H  -5.08138  -2.70253  -4.44822
H  -6.08239  -2.45342  -5.86148
H  -6.78011  -2.21125  -4.26367
C  -2.53233  -5.53189  -5.98786
N  -3.86138  -4.90657  -5.74483
O  -4.41584  -4.37687  -6.68431
O  -4.29580  -4.97331  -4.61407
H  -2.27524  -5.39557  -7.03134
H  -1.81679  -5.03685  -5.33840
H  -2.61861  -6.58470  -5.73775
C  5.26948  0.96532  -1.80334
N  5.14722  2.39945  -2.18082
O  6.16708  3.06814  -2.22592
O  4.03872  2.81747  -2.41735
H  6.31329  0.73978  -1.62773
H  4.68376  0.81772  -0.90127
H  4.87498  0.37629  -2.62569
C  8.96964  3.99353  -4.18688
N  10.20110  3.16082  -4.11894
O  10.66029  2.73968  -5.15765
O  10.66146  2.95929  -3.01306
H  8.67201  4.08994  -5.22405
H  8.20395  3.48816  -3.60660
H  9.20623  4.96214  -3.75751
C  7.99204  2.74171  0.70682
N  7.10454  1.77079  1.40432
O  6.70808  2.05329  2.51669
O  6.82949  0.74729  0.81144
H  8.14332  3.59397  1.35806
H  8.92916  2.23359  0.49893
H  7.49626  3.03164  -0.21579
C  -6.63077  -4.62340  4.23754
N  -5.18203  -4.32961  4.06205
O  -4.58959  -3.81946  4.99109
O  -4.69254  -4.62310  2.99294
H  -6.92593  -4.31025  5.23175
H  -7.16910  -4.06966  3.47402
H  -6.76246  -5.69292  4.10642
C  -9.21730  -0.94768  -1.48807
N  -7.94822  -1.49852  -0.93732
O  -7.75650  -1.40021  0.25516
O  -7.18801  -2.01101  -1.73282
H  -9.79036  -0.52518  -0.67164
H  -8.95199  -0.18801  -2.21765
H  -9.74947  -1.76802  -1.95971
C  1.80978  2.50491  6.30270
N  0.74509  3.10106  5.45257
O  0.85404  2.99871  4.24909
O  -0.17680  3.64830  6.02484
H  2.55013  2.05049  5.65622
H  2.23722  3.30824  6.89561
H  1.33749  1.76085  6.93700
C  -2.89180  4.28891  4.13346
N  -2.40734  4.20160  2.73125
O  -2.12464  5.23127  2.15748
O  -2.33134  3.09065  2.24258
H  -2.90799  5.33226  4.42424
H  -3.88763  3.85628  4.15889
H  -2.20147  3.72126  4.75047
C  3.22369  -4.84933  3.41927
N  2.36484  -6.06024  3.30170
O  1.17562  -5.89800  3.13087
O  2.91899  -7.13867  3.38422
H  2.60264  -3.96702  3.32955
H  3.70567  -4.88406  4.39118
H  3.95730  -4.89354  2.61944

Cartesian forces (eV/Å) of the 2 atoms listed first:
C 0.229 -0.551 0.362
C -0.150 -0.392 -0.504

## Properties
Max |F|   1.93 eV/Å
E_LUMO   -0.03054 Eh
HOMO energy   -0.305 Ha